{
  "formula": "C5H19InN6O6",
  "method": "ωB97M-V/def2-TZVPD",
  "species": ["In", "O", "H", "C", "C", "O", "O", "H", "H", "H", "H", "H", "H", "C", "O", "N", "N", "H", "H", "H", "H", "C", "O", "N", "N", "H", "H", "H", "H", "C", "O", "N", "N", "H", "H", "H", "H"],
  "positions_angstrom": [[1.605515, 0.116640, -3.456758], [0.008407, -0.499715, -1.002816], [-0.101562, 0.434297, -0.738144], [-1.192555, -1.751827, 1.934502], [-2.491216, -1.787602, 1.117156], [-2.122948, -1.834547, -0.340849], [-0.504525, -0.592538, 1.642000], [-0.534640, -2.589187, 1.701948], [-1.348362, -1.823733, 3.010909], [-2.952483, -0.812731, 1.275116], [-3.133141, -2.663825, 1.208011], [-1.470693, -1.142168, -0.470385], [-0.281808, -0.675673, 0.711899], [2.233418, -3.210932, -1.660473], [1.901714, -2.826481, -2.788356], [3.218711, -4.116694, -1.440867], [1.762372, -2.811369, -0.520767], [3.527358, -4.236335, -0.486645], [3.813834, -4.358596, -2.220224], [0.999181, -2.151849, -0.572232], [2.203664, -3.080395, 0.346985], [1.027144, 2.530700, 1.862627], [1.630167, 3.552994, 1.767505], [1.535838, 1.346908, 2.001077], [-0.243060, 2.536217, 2.062493], [0.898303, 0.564123, 2.031110], [2.534200, 1.254168, 1.879533], [-0.701045, 3.432405, 1.977718], [-0.822579, 1.710357, 2.109647], [-1.128072, 2.838200, -1.978393], [-0.423674, 2.180191, -2.738339], [-1.686066, 3.995086, -2.321721], [-1.368060, 2.610711, -0.698708], [-1.751912, 4.494856, -1.446513], [-1.814713, 4.262742, -3.287080], [-1.065225, 1.731696, -0.304098], [-1.761483, 3.373907, -0.166868]],
  "forces_ev_per_angstrom": [[-0.87, -0.47, 0.84], [0.16, 0.29, 0.44], [0.46, -0.30, -0.67], [0.91, -1.30, 1.04], [0.07, -0.05, -3.46], [-1.15, -0.88, 3.20], [-0.33, 0.87, 0.64], [-0.35, -0.39, -0.35], [-0.61, 0.33, -0.02], [-0.43, -0.15, 0.20], [0.19, 0.17, 0.63], [0.43, 1.10, -1.26], [1.09, 0.15, -1.11], [2.78, -2.02, -1.62], [-0.48, 0.97, -0.08], [0.29, -0.12, -0.86], [-2.45, 2.04, 2.20], [0.36, -0.38, -0.52], [0.03, -0.21, 0.28], [-0.01, 0.13, 0.43], [-0.36, 0.22, -0.10], [0.67, 0.69, 0.62], [2.18, 2.51, -0.64], [2.48, -3.22, -0.64], [-5.62, 0.73, -0.11], [0.47, -0.38, 0.52], [-0.11, -0.28, 0.12], [-0.03, -0.14, 0.25], [0.16, 0.04, 0.44], [0.63, 0.70, -1.96], [0.39, -1.50, -0.29], [-0.17, 0.32, 0.12], [0.34, -1.65, 1.92], [-0.92, 1.65, -1.49], [0.24, 0.58, 0.47], [-0.33, 0.91, 0.39], [-0.12, -0.94, 0.44]],
  "relative_energy_kj_mol": 159.3,
  "total_charge": 2
}